# 1
Here is a cluster of 2 separate species, C4H9N2O in total at a distorted geometry from the OMol25 dataset. Energies are from the ωB97M-V functional and the def2-TZVPD basis.

## Properties
- total charge = +1
- gap between HOMO and LUMO (Ha) = 0.2563
- LUMO energy (eV) = -5.870
- energy above the lowest of the compared OMol25 structures with the same formula, charge and spin (kJ/mol) = 264.74

```
16
C4H9N2O the ωB97M-V functional and the def2-TZVPD basis
C -1.252 0.187 -0.476
C -0.610 0.492 -1.601
C -2.348 -1.711 0.572
N -2.025 -1.014 -0.446
H -1.130 0.729 0.451
H -0.779 -0.151 -2.458
H 0.107 1.292 -1.657
H -2.988 -2.567 0.408
H -1.974 -1.414 1.544
H -2.229 -1.350 -1.383
C 2.811 1.151 1.380
N 2.352 0.479 0.281
O 2.284 1.196 2.459
H 3.781 1.655 1.229
H 1.371 0.228 0.327
H 2.628 0.797 -0.630
```

# 2
Here is a cluster of 2 separate species, C4H9N2O in total at a distorted geometry from the OMol25 dataset. Energies are from the ωB97M-V functional and the def2-TZVPD basis.

## Properties
- total charge = +1
- gap between HOMO and LUMO (Ha) = 0.4045
- LUMO energy (eV) = -3.067
- energy above the lowest of the compared OMol25 structures with the same formula, charge and spin (kJ/mol) = 31.30

```
16
C4H9N2O the ωB97M-V functional and the def2-TZVPD basis
C -0.312 -1.659 -1.363
C -0.176 -0.288 -0.779
C -0.779 0.889 -1.048
N -0.124 1.865 -0.333
C 0.857 1.315 0.374
N 0.903 0.022 0.046
H -1.240 -2.123 -1.039
H 0.522 -2.306 -1.095
H -0.242 -1.583 -2.441
H -1.663 1.065 -1.635
H -0.367 2.806 -0.549
H 1.398 1.897 1.100
H 1.419 -0.622 0.624
H -0.541 -1.070 3.199
H -0.747 -2.114 2.127
O -0.250 -1.322 2.313
```

# 3
Here is a cluster of 2 separate species, C4H9N2O in total at a distorted geometry from the OMol25 dataset. Energies are from the ωB97M-V functional and the def2-TZVPD basis.

## Properties
- total charge = +1
- gap between HOMO and LUMO (Ha) = 0.3913
- LUMO energy (eV) = -3.529
- energy above the lowest of the compared OMol25 structures with the same formula, charge and spin (kJ/mol) = 417.99

```
16
C4H9N2O the ωB97M-V functional and the def2-TZVPD basis
C -1.724 -2.082 -0.076
C -1.481 0.387 -0.041
C 0.254 2.121 -0.177
C 2.736 -0.711 0.183
N -1.634 -0.759 -0.386
N -1.153 1.555 0.224
O 1.615 -0.262 0.187
H -2.601 -2.581 -0.489
H -1.537 -2.342 1.096
H 0.326 3.031 0.325
H 0.293 2.346 -1.205
H 1.003 1.312 -0.038
H 3.640 -0.290 0.633
H -0.839 -2.408 -0.528
H 2.883 -1.703 -0.020
H -1.782 2.386 0.310
```

# 4
Here is the ion C4H9N2O with charge +1 at a distorted geometry from the OMol25 dataset. Energies are from the ωB97M-V functional and the def2-TZVPD basis.

## Properties
- total charge = +1
- gap between HOMO and LUMO (Ha) = 0.4417
- LUMO energy (eV) = -3.305
- SMILES = C[C@]1(O)N=CC[NH2+]1
- energy above the lowest of the compared OMol25 structures with the same formula, charge and spin (kJ/mol) = 244.32

```
16
C4H9N2O the ωB97M-V functional and the def2-TZVPD basis
C 1.411 0.953 -0.416
C 1.680 -0.174 0.523
C -0.685 0.239 -0.072
C -1.578 -0.473 -0.952
N 0.223 1.081 -0.705
N 0.302 -0.769 0.661
O -1.418 0.811 1.047
H 2.212 1.652 -0.758
H 2.395 -0.763 0.007
H 2.341 0.093 1.415
H -1.748 -1.498 -0.648
H -1.258 -0.459 -2.107
H -2.462 0.128 -1.009
H 0.132 -1.746 0.445
H -0.157 -0.812 1.570
H -1.390 1.737 0.999
```

# 5
Here is the ion C4H9N2O with charge +1 at a distorted geometry from the OMol25 dataset. Energies are from the ωB97M-V functional and the def2-TZVPD basis.

## Properties
- total charge = +1
- gap between HOMO and LUMO (Ha) = 0.3616
- LUMO energy (eV) = -3.757
- SMILES = C=C/N=C(/[NH3+])CO
- energy above the lowest of the compared OMol25 structures with the same formula, charge and spin (kJ/mol) = 387.07

```
16
C4H9N2O the ωB97M-V functional and the def2-TZVPD basis
C -2.035 0.027 0.262
C -1.885 -0.992 -0.612
C 0.065 0.487 0.146
C 0.727 -0.732 0.641
N -1.054 0.993 0.033
N 1.082 1.572 -0.328
O 1.934 -0.820 -0.169
H -2.726 0.192 1.091
H -2.575 -1.762 -0.559
H -1.361 -1.061 -1.603
H 0.327 -1.699 0.358
H 1.072 -0.613 1.773
H 1.938 1.571 0.276
H 0.519 2.425 -0.330
H 1.258 1.308 -1.355
H 2.713 -0.898 0.376
```

# 6
Here is a cluster of 2 separate species, C4H9N2O in total at a distorted geometry from the OMol25 dataset. Energies are from the ωB97M-V functional and the def2-TZVPD basis.

## Properties
- total charge = +1
- gap between HOMO and LUMO (spin up / spin down) (Ha) = 0.3858 / 0.2289
- LUMO energy (spin up / spin down) (eV) = -4.249 / -6.311
- energy above the lowest of the compared OMol25 structures with the same formula, charge and spin (kJ/mol) = 632.11

```
16
C4H9N2O the ωB97M-V functional and the def2-TZVPD basis
C 0.651 0.578 -0.698
C -0.400 -1.646 -0.426
C -1.513 0.535 0.731
C -0.174 -0.214 0.207
N 3.225 -0.015 0.660
N 0.504 1.679 -1.201
O 2.683 -0.814 1.241
H -1.128 -2.114 0.233
H 0.492 -2.216 -0.151
H -0.607 -1.657 -1.462
H -2.031 0.964 -0.043
H -1.262 1.162 1.581
H -2.033 -0.351 1.204
H 0.446 -0.407 1.099
H -0.154 2.430 -1.162
H 1.304 2.085 -1.813
```

# 7
Here is the ion C4H9N2O with charge +1 at a distorted geometry from the OMol25 dataset. Energies are from the ωB97M-V functional and the def2-TZVPD basis.

## Properties
- total charge = +1
- <S²> = 2.0062
- gap between HOMO and LUMO (spin up / spin down) (Ha) = 0.1597 / 0.3294
- multiplicity = 3
- LUMO energy (spin up / spin down) (eV) = -3.898 / -5.449
- energy above the lowest of the compared OMol25 structures with the same formula, charge and spin (kJ/mol) = 258.35

```
16
C4H9N2O the ωB97M-V functional and the def2-TZVPD basis
C -0.725 1.497 1.168
C -1.467 0.642 1.855
C 0.228 0.999 0.114
C -0.220 -0.389 -0.346
N -0.468 -1.219 0.815
N 0.928 -1.066 -1.060
O -1.477 -0.698 1.679
H -0.773 2.552 1.352
H -2.179 0.913 2.617
H 0.246 1.692 -0.727
H 1.234 0.940 0.541
H -1.063 -0.312 -1.052
H -0.842 -2.138 0.578
H 1.660 -1.254 -0.357
H 1.311 -0.454 -1.793
H 0.649 -1.962 -1.481
```

# 8
Here is a cluster of 2 separate species, C4H9N2O in total at a distorted geometry from the OMol25 dataset. Energies are from the ωB97M-V functional and the def2-TZVPD basis.

## Properties
- total charge = +2
- <S²> = 0.7571
- gap between HOMO and LUMO (spin up / spin down) (Ha) = 0.2749 / 0.1936
- multiplicity = 2
- LUMO energy (spin up / spin down) (eV) = -11.513 / -13.688
- energy above the lowest of the compared OMol25 structures with the same formula, charge and spin (kJ/mol) = 275.16

```
16
C4H9N2O the ωB97M-V functional and the def2-TZVPD basis
C -0.372 1.649 -1.398
N 0.279 0.518 -1.937
O 0.117 2.270 -0.494
H -1.390 1.817 -1.778
H -0.263 0.043 -2.655
H 1.230 0.705 -2.250
C -0.408 -0.533 1.534
C -0.891 0.772 1.639
C 1.092 -2.045 0.548
N 0.394 -0.946 0.479
H -0.673 -1.301 2.263
H -0.301 1.636 1.296
H -1.850 0.959 2.115
H 1.590 -2.450 -0.329
H 1.136 -2.592 1.494
H 0.309 -0.504 -0.528
```

# 9
Here is the ion C4H9N2O2 with charge -1 at a distorted geometry from the OMol25 dataset. Energies are from the ωB97M-V functional and the def2-TZVPD basis.

## Properties
- total charge = -1
- gap between HOMO and LUMO (Ha) = 0.2545
- LUMO energy (eV) = 4.049
- SMILES = CNC(=O)CNC[O-]
- energy above the lowest of the compared OMol25 structures with the same formula, charge and spin (kJ/mol) = 225.17

```
17
C4H9N2O2 the ωB97M-V functional and the def2-TZVPD basis
O 1.164 0.694 2.196
C 0.363 0.482 1.291
N -0.255 1.516 0.682
C -1.014 1.475 -0.547
C -0.019 -0.963 0.952
N 0.491 -1.422 -0.303
C -0.333 -1.345 -1.574
O -0.026 -0.280 -2.362
H 0.097 2.386 0.914
H -2.042 1.153 -0.450
H -0.512 0.840 -1.302
H -1.076 2.492 -0.902
H 0.526 -1.424 1.725
H -1.109 -1.098 1.045
H 1.403 -1.104 -0.576
H -1.398 -1.302 -1.275
H -0.110 -2.315 -2.076
```

# 10
Here is the ion C4H9N2O2 with charge -1 at a distorted geometry from the OMol25 dataset. Energies are from the ωB97M-V functional and the def2-TZVPD basis.

## Properties
- total charge = -1
- gap between HOMO and LUMO (Ha) = 0.2264
- LUMO energy (eV) = 3.800
- SMILES = NC(=O)[C@@H](N)CC[O-]
- energy above the lowest of the compared OMol25 structures with the same formula, charge and spin (kJ/mol) = 247.49

```
17
C4H9N2O2 the ωB97M-V functional and the def2-TZVPD basis
N 0.598 -1.022 0.738
C -0.191 -0.267 -0.216
C -0.713 0.978 0.399
C -1.603 0.707 1.754
O -0.832 0.370 2.725
C 0.697 -0.162 -1.531
N 1.262 -1.303 -1.965
O 0.763 0.851 -2.231
H 0.015 -1.259 1.612
H 1.373 -0.506 1.253
H -0.992 -0.980 -0.580
H -1.180 1.600 -0.360
H 0.057 1.658 0.691
H -2.316 -0.134 1.637
H -1.933 1.779 1.939
H 1.984 -1.159 -2.640
H 1.387 -2.033 -1.352
```

# 11
Here is the ion C4H9N2O2 with charge -2 at a distorted geometry from the OMol25 dataset. Energies are from the ωB97M-V functional and the def2-TZVPD basis.

## Properties
- total charge = -2
- <S²> = 0.7508
- gap between HOMO and LUMO (spin up / spin down) (Ha) = 0.1093 / 0.2796
- multiplicity = 2
- LUMO energy (spin up / spin down) (eV) = 6.718 / 6.673
- energy above the lowest of the compared OMol25 structures with the same formula, charge and spin (kJ/mol) = 92.46

```
17
C4H9N2O2 the ωB97M-V functional and the def2-TZVPD basis
C -0.665 0.411 -0.636
C 0.766 0.756 -1.096
C 1.448 -0.586 -1.543
N 2.543 -0.257 -2.449
N -0.726 -0.473 0.489
C -1.261 0.037 1.736
O -1.129 1.243 1.976
O -1.651 -0.941 2.447
H -1.231 1.297 -0.414
H -1.283 -0.039 -1.485
H 0.677 1.442 -2.059
H 1.352 0.990 -0.204
H 1.612 -1.052 -0.580
H 0.651 -1.267 -1.900
H 2.151 -0.147 -3.384
H 3.347 -0.914 -2.380
H -0.101 -1.268 0.565
```

# 12
Here is a structure of composition C4H9N2O2 at a distorted geometry from the OMol25 dataset. Energies are from the ωB97M-V functional and the def2-TZVPD basis.

## Properties
- total charge = +1
- gap between HOMO and LUMO (Ha) = 0.3847
- LUMO energy (eV) = -4.192
- energy above the lowest of the compared OMol25 structures with the same formula, charge and spin (kJ/mol) = 403.90

```
17
C4H9N2O2 the ωB97M-V functional and the def2-TZVPD basis
C 0.756 0.346 0.122
C 1.844 1.374 0.325
C -3.628 0.265 -0.005
C 2.209 -1.524 -0.273
N -1.454 -0.738 -0.456
N -2.577 -0.538 -0.400
O -0.439 0.694 0.111
O 1.004 -0.866 -0.101
H 1.367 2.308 0.480
H 2.490 1.279 1.160
H 2.628 1.604 -0.591
H -3.415 1.313 -0.266
H -3.703 0.106 1.181
H -4.625 -0.117 -0.457
H 2.396 -2.346 0.589
H 3.157 -0.925 -0.410
H 1.990 -2.234 -1.008
```

# 13
Here is the ion C4H9N2O2 with charge +1 at a distorted geometry from the OMol25 dataset. Energies are from the ωB97M-V functional and the def2-TZVPD basis.

## Properties
- total charge = +1
- gap between HOMO and LUMO (Ha) = 0.3195
- LUMO energy (eV) = -4.863
- energy above the lowest of the compared OMol25 structures with the same formula, charge and spin (kJ/mol) = 468.29

```
17
C4H9N2O2 the ωB97M-V functional and the def2-TZVPD basis
C -1.968 -0.087 -0.349
C 1.519 0.335 -0.567
C -3.009 -0.564 0.622
C 3.618 0.159 0.335
N -0.672 -0.456 0.066
N -2.139 0.646 -1.336
O 0.263 0.198 -0.760
O 2.221 -0.192 0.389
H 2.166 0.718 -1.410
H -2.737 -0.439 1.636
H -3.322 -1.558 0.338
H -4.022 0.072 0.411
H 4.015 -0.265 1.224
H 3.705 1.313 0.560
H 4.033 -0.224 -0.557
H -0.537 -0.573 1.091
H -3.133 0.916 -1.694
```

# 14
Here is the ion C4H9N2OS with charge +1 at a distorted geometry from the OMol25 dataset. Energies are from the ωB97M-V functional and the def2-TZVPD basis.

## Properties
- total charge = +1
- gap between HOMO and LUMO (Ha) = 0.3315
- LUMO energy (eV) = -3.785
- SMILES = C[C@H]1[C@H]([NH3+])C(=O)N1S
- energy above the lowest of the compared OMol25 structures with the same formula, charge and spin (kJ/mol) = 314.72

```
17
C4H9N2OS the ωB97M-V functional and the def2-TZVPD basis
C 0.567 0.854 1.508
C 0.338 -0.477 0.721
C -0.275 0.516 -0.408
C 0.371 0.517 -1.778
N 0.074 1.573 0.492
N -0.678 -1.301 1.484
O 0.853 1.092 2.662
S -0.330 3.208 0.286
H 1.289 -1.153 0.411
H -1.337 0.072 -0.588
H 1.320 1.088 -1.775
H -0.402 0.856 -2.423
H 0.634 -0.455 -2.019
H -1.534 -1.107 1.037
H -0.682 -0.999 2.402
H -0.383 -2.247 1.308
H -0.196 3.550 1.497
```

# 15
Here is a cluster of 2 separate species, C4H9N2OS in total at a distorted geometry from the OMol25 dataset. Energies are from the ωB97M-V functional and the def2-TZVPD basis.

## Properties
- total charge = +1
- <S²> = 2.0136
- gap between HOMO and LUMO (spin up / spin down) (Ha) = 0.2565 / 0.2669
- multiplicity = 3
- LUMO energy (spin up / spin down) (eV) = -3.327 / -5.810
- energy above the lowest of the compared OMol25 structures with the same formula, charge and spin (kJ/mol) = 100.45

```
17
C4H9N2OS the ωB97M-V functional and the def2-TZVPD basis
C -0.728 -1.269 -0.111
C 1.189 -0.225 0.613
C -1.652 -1.718 -1.198
C 1.232 2.695 0.389
N -0.932 -1.279 1.203
N 0.388 -0.688 -0.511
O 0.493 1.666 0.769
S 0.390 -0.712 2.058
H 2.251 -0.333 0.442
H -1.839 -0.860 -1.936
H -2.678 -2.093 -0.814
H -1.148 -2.528 -1.833
H 0.899 3.624 0.840
H 1.024 2.926 -0.687
H 2.343 2.664 0.578
H -1.821 -1.587 1.579
H 0.589 -0.284 -1.381
```